C9H18FO2PS in the gas phase. Source: the Open Molecules 2025 dataset; level of theory: ωB97M-V with the def2-TZVPD basis set.

Properties
LUMO: -0.07 eV
HOMO-LUMO gap: 9.07 eV
molecular weight: 240.28 g mol⁻¹
net charge: 0
E_HOMO: -0.3361 Ha
strongest force on any atom: 0.191 hartree/bohr
ΔE to the lowest compared entry with this formula, charge and spin: 124.36 kcal/mol

CARTESIAN COORDINATES (ANGSTROEM)
C 3.570 0.776 1.334
C 2.877 1.292 -0.091
O 2.480 0.106 -0.865
C 1.272 0.339 -1.671
C 0.279 -0.994 -1.781
C 0.276 -1.928 -0.434
C -1.291 -2.255 0.048
C -1.674 -1.453 1.427
P -2.889 0.004 1.205
S -2.988 0.908 3.194
C -2.167 1.408 0.115
C -2.715 1.372 -1.459
O -2.522 2.473 -2.212
F -3.437 0.217 -2.055
H 2.978 1.144 2.289
H 3.602 -0.400 1.323
H 4.673 1.205 1.447
H 2.001 2.008 0.209
H 3.726 1.942 -0.619
H 0.603 1.212 -1.262
H 1.514 0.625 -2.804
H 0.668 -1.597 -2.715
H -0.839 -0.668 -1.973
H 0.795 -2.959 -0.726
H 0.862 -1.487 0.478
H -2.069 -2.148 -0.821
H -1.280 -3.414 0.332
H -2.221 -2.246 2.130
H -0.709 -1.087 1.977
H -1.771 1.662 3.232
H -0.995 1.521 0.188
H -2.608 2.423 0.561

natural (NBO) atomic charge list, values in e, 2 entries: C -0.656; C -0.074

=====

A molecular structure, C9H18N. Source: the Open Molecules 2025 dataset; level of theory: ωB97M-V with the def2-TZVPD basis set.

Properties
LUMO: -5.18 eV
HOMO-LUMO gap: 8.18 eV
molecular weight: 140.25 g mol⁻¹
net charge: +1
E_HOMO: -0.4908 Ha
strongest force on any atom: 0.082 hartree/bohr
ΔE to the lowest compared entry with this formula, charge and spin: 85.41 kcal/mol

CARTESIAN COORDINATES (ANGSTROEM)
C 4.351 -0.956 -0.399
C 2.003 -1.027 0.237
C -2.978 -2.087 0.394
C 1.163 0.637 -0.422
C 0.130 2.456 1.067
C -2.170 -1.104 -0.437
C -2.223 0.406 0.056
C -1.152 1.311 -0.692
C 0.103 1.475 -0.014
N 3.126 -1.348 0.198
H 4.790 -0.267 0.230
H 4.245 -0.618 -1.388
H 1.080 -1.560 0.559
H -4.031 -2.066 0.283
H -2.724 -1.913 1.414
H -2.749 -3.078 -0.011
H 5.054 -1.833 -0.485
H 1.324 0.209 -1.426
H 2.104 1.157 -0.192
H -0.911 2.476 1.685
H 0.204 3.541 0.721
H 0.888 2.343 1.846
H -2.556 -1.077 -1.488
H -1.062 -1.470 -0.245
H -2.102 0.448 1.053
H -3.281 0.801 -0.139
H -1.548 2.279 -0.737
H -1.079 0.866 -1.669

natural (NBO) atomic charge list, values in e, 2 entries: C -0.448; C 0.370

=====

A gas-phase ion, C9H18N2 (charge +2). Source: the Open Molecules 2025 dataset; level of theory: ωB97M-V with the def2-TZVPD basis set.

Properties
LUMO: -7.48 eV
HOMO-LUMO gap: 12.32 eV
molecular weight: 154.26 g mol⁻¹
net charge: +2
E_HOMO: -0.7275 Ha
strongest force on any atom: 0.103 hartree/bohr
ΔE to the lowest compared entry with this formula, charge and spin: 51.93 kcal/mol

CARTESIAN COORDINATES (ANGSTROEM)
C -2.552 1.232 0.422
C -1.906 0.568 -0.758
N -0.472 0.203 -0.457
C 0.271 -0.208 -1.695
C 1.519 -0.055 -1.412
N 1.673 0.315 0.009
C 2.913 0.837 0.411
C 1.166 -0.888 0.746
C -0.335 -0.929 0.443
C -0.746 -2.247 0.025
C 0.562 1.214 0.022
H -2.581 0.326 1.113
H -1.957 2.149 0.618
H -3.611 1.510 0.326
H -1.999 1.067 -1.712
H -2.304 -0.373 -0.898
H -0.300 -0.655 -2.568
H 2.401 -0.465 -1.949
H 2.719 1.591 1.198
H 3.631 0.150 0.628
H 3.428 1.530 -0.300
H 1.362 -0.681 1.795
H 1.645 -1.781 0.314
H -0.823 -0.739 1.464
H -0.282 -2.706 -0.846
H -1.777 -2.363 -0.079
H -0.663 -2.865 0.929
H 0.315 1.493 0.988
H 0.677 2.098 -0.638

natural (NBO) atomic charge list, values in e, 2 entries: C -0.645; C -0.195

=====

C9H18N2O3 in the gas phase. Source: the Open Molecules 2025 dataset; level of theory: ωB97M-V with the def2-TZVPD basis set.

Properties
LUMO: 0.86 eV
HOMO-LUMO gap: 9.63 eV
molecular weight: 202.25 g mol⁻¹
net charge: 0
E_HOMO: -0.3224 Ha
strongest force on any atom: 0.012 hartree/bohr
ΔE to the lowest compared entry with this formula, charge and spin: 42.61 kcal/mol

CARTESIAN COORDINATES (ANGSTROEM)
C -3.123 0.044 -0.839
N -1.975 0.167 0.042
C -1.595 -1.068 0.702
C -0.837 -2.038 -0.225
O 0.401 -1.537 -0.664
C 1.442 -1.623 0.283
C 2.731 -1.065 -0.333
O 2.880 0.321 -0.187
C 2.047 1.132 -1.004
C 1.153 2.047 -0.160
N 0.026 1.329 0.412
C -0.244 1.560 1.812
C -0.957 0.975 -0.477
O -0.968 1.374 -1.624
H -3.374 1.035 -1.210
H -3.960 -0.353 -0.265
H -2.934 -0.601 -1.702
H -0.970 -0.847 1.567
H -2.507 -1.556 1.056
H -1.415 -2.209 -1.136
H -0.700 -2.999 0.294
H 1.211 -1.051 1.190
H 1.594 -2.678 0.564
H 3.590 -1.497 0.187
H 2.764 -1.358 -1.391
H 1.424 0.521 -1.659
H 2.703 1.761 -1.619
H 1.750 2.460 0.654
H 0.790 2.858 -0.803
H -1.274 1.296 2.040
H 0.435 0.982 2.446
H -0.108 2.620 2.048

natural (NBO) atomic charge list, values in e, 2 entries: C -0.404; N -0.487

=====

C9H18N2O4S in the gas phase. Source: the Open Molecules 2025 dataset; level of theory: ωB97M-V with the def2-TZVPD basis set.

Properties
LUMO: 0.44 eV
HOMO-LUMO gap: 9.21 eV
molecular weight: 250.32 g mol⁻¹
net charge: 0
E_HOMO: -0.3223 Ha
strongest force on any atom: 0.049 hartree/bohr
ΔE to the lowest compared entry with this formula, charge and spin: 5.16 kcal/mol

CARTESIAN COORDINATES (ANGSTROEM)
C -5.111 1.342 -0.440
S -5.089 -0.070 0.658
C -3.692 -0.965 -0.004
C -2.319 -0.201 -0.084
C -1.123 -1.004 -0.555
N -0.731 -2.172 0.233
C 0.065 -0.049 -0.565
O -0.030 1.083 -1.035
N 1.234 -0.612 -0.218
C 2.514 0.032 -0.335
C 3.645 -0.996 -0.250
O 4.711 -0.946 -0.814
O 3.352 -1.922 0.672
C 2.659 1.234 0.646
C 4.141 1.605 0.880
O 2.074 2.393 0.098
H -6.091 1.908 -0.394
H -4.411 2.118 -0.189
H -4.943 1.016 -1.447
H -3.920 -1.424 -0.971
H -3.630 -1.885 0.695
H -2.088 0.263 0.893
H -2.416 0.733 -0.734
H -1.270 -1.371 -1.596
H -0.780 -1.906 1.221
H -1.399 -2.928 0.119
H 1.209 -1.591 -0.045
H 2.609 0.512 -1.303
H 4.101 -2.535 0.718
H 2.145 0.921 1.614
H 4.107 2.450 1.596
H 4.684 0.817 1.315
H 4.565 1.995 -0.061
H 1.228 2.154 -0.318

natural (NBO) atomic charge list, values in e, 2 entries: C -0.769; S 0.230

=====

2 unconnected molecules or ions with the total composition C9H18N2O6S. Source: the Open Molecules 2025 dataset; level of theory: ωB97M-V with the def2-TZVPD basis set.

Properties
LUMO: 0.48 eV
HOMO-LUMO gap: 9.06 eV
molecular weight: 282.32 g mol⁻¹
net charge: 0
E_HOMO: -0.3155 Ha
strongest force on any atom: 0.010 hartree/bohr
ΔE to the lowest compared entry with this formula, charge and spin: 0.00 kcal/mol

CARTESIAN COORDINATES (ANGSTROEM)
N 1.795 -1.530 1.769
C 2.255 -0.584 0.755
C 3.770 -0.633 0.650
C 4.293 0.456 -0.266
O 3.595 1.285 -0.788
O 5.628 0.464 -0.464
C 1.640 -0.891 -0.604
O 2.141 -1.602 -1.444
O 0.408 -0.369 -0.728
H 1.953 -2.483 1.449
H 0.794 -1.427 1.908
H 1.943 0.420 1.053
H 4.202 -0.517 1.652
H 4.081 -1.609 0.258
H 6.039 -0.274 0.009
H 0.075 -0.654 -1.596
C -1.069 3.930 -0.807
S -1.297 2.795 0.578
C -2.154 1.453 -0.286
C -2.455 0.319 0.691
C -3.235 -0.852 0.059
N -3.648 -1.887 0.997
C -2.396 -1.470 -1.044
O -2.443 -1.166 -2.212
O -1.512 -2.366 -0.563
H -0.537 4.807 -0.430
H -0.471 3.471 -1.599
H -2.030 4.256 -1.217
H -1.532 1.097 -1.114
H -3.086 1.835 -0.716
H -3.057 0.706 1.523
H -1.522 -0.066 1.124
H -4.128 -0.458 -0.437
H -4.204 -1.470 1.738
H -2.828 -2.302 1.432
H -1.005 -2.685 -1.328

natural (NBO) atomic charge list, values in e, 2 entries: N -0.804; C -0.158